No. 1
ORCA calculation (wB97M-V/def2-TZVPD) on one molecule with the formula C17H19NO5 at a distorted geometry.

```
42
Properties=species:S:1:pos:R:3:mulliken_charge:R:1
C -0.38144 -3.69460 0.73028 -1.596
C -0.01844 -2.37590 1.31093 -0.855
H 1.04455 -2.37348 1.12588 0.426
H -0.13272 -2.32741 2.33446 0.732
O -0.49955 -1.04822 0.51534 -0.081
C -1.65893 -0.82323 0.87924 0.604
C -2.41773 -1.34409 1.93818 -0.941
C -3.88621 -0.99414 1.82994 -0.658
C -4.32383 0.01120 1.03638 -0.088
C -3.55681 0.62449 0.18678 -1.663
C -2.16659 -0.07884 -0.01388 1.272
O -1.29821 0.49714 -1.09989 -0.567
C -1.40352 2.15533 -1.31971 -0.855
H -0.54218 1.98481 -1.93482 0.347
C -1.10210 2.83728 -0.11294 -0.508
C 0.10378 2.15562 0.96135 0.634
O -0.14024 2.06827 2.12077 -0.551
O 1.12997 1.85048 0.21654 -0.209
C 1.98296 1.02725 0.81689 -0.342
C 3.22369 0.51332 -0.02610 0.145
O 4.34487 0.73671 0.03377 -0.537
C 2.84213 -0.25127 -1.18326 0.313
C 3.47257 -0.79415 -2.26956 -0.675
C 2.69982 -1.35554 -3.07185 -0.521
C 1.21305 -1.26483 -2.94522 -0.656
N 1.28792 -0.45808 -1.53312 0.261
H 0.55965 -0.02007 -0.95902 0.157
H 0.31240 -1.61058 -3.13162 0.619
H 2.95821 -1.76872 -4.03302 0.374
H 4.51076 -0.57531 -2.29018 0.538
H 1.64094 0.20569 1.38391 0.214
H 2.58160 1.86100 1.41574 0.342
H -1.98344 2.87465 0.64504 0.286
H -0.69640 3.92332 -0.30628 0.413
H -2.25079 2.34757 -1.71366 0.566
H -3.92526 1.15886 -0.43135 0.956
H -5.43449 0.40110 1.11503 0.220
H -4.39508 -1.47064 2.95609 0.168
H -2.18830 -2.28024 2.46044 0.397
H -1.30254 -3.91965 0.77229 0.566
H -0.13501 -3.64230 -0.23993 0.470
H 0.33402 -4.62185 1.28155 0.281
```

**HOMO-LUMO gap**: 8.42 eV
**Energy relative to the best compared isomer or geometry (same formula, charge and spin)**: 17.2700 eV
**HOMO energy**: -8.164 eV
**Structure (SMILES)**: CCOc1ccccc1OCCC(=O)OCC(=O)c1ccc[nH]1
**Molecular weight**: 317.3 g mol⁻¹
**Total energy**: -1089.62324 a.u.

---

No. 2
ORCA calculation (wB97M-V/def2-TZVPD) on one molecule with the formula C9H12 at a distorted geometry.

```
21
Properties=species:S:1:pos:R:3:mulliken_charge:R:1
C -0.30976 -0.11298 -1.21549 -0.135
C 0.03096 -1.26931 -0.47223 -0.761
C 1.13550 0.87567 0.79946 -0.943
C 0.27870 1.91067 0.02673 -0.390
C 0.54476 -0.33425 1.64148 -0.584
C 0.38845 -1.53743 1.10009 0.801
C -0.36832 1.42097 -1.07282 0.744
C -0.00467 -2.81983 1.65091 -1.434
C -1.13798 2.13037 -2.14039 -1.492
H -0.72526 -0.58101 -2.08712 0.284
H -0.28748 -2.26812 -0.85777 0.234
H 1.76874 0.50981 -0.06417 0.416
H 1.77022 1.57344 1.47846 0.369
H 0.35975 2.89441 0.37369 0.464
H 0.85020 -0.17720 2.67745 0.264
H 0.49209 -3.60014 1.15615 0.431
H -1.05682 -3.02746 1.58432 0.302
H 0.42590 -2.76572 2.64290 0.368
H -1.14685 3.24224 -1.94235 0.330
H -2.13201 1.89630 -2.11373 0.378
H -0.87612 2.03956 -3.16555 0.356
```

**HOMO-LUMO gap**: 8.87 eV
**Energy relative to the best compared isomer or geometry (same formula, charge and spin)**: 3.0671 eV
**HOMO energy**: -8.137 eV
**Structure (SMILES)**: CC1=CCC=C(C)C=C1
**Molecular weight**: 120.2 g mol⁻¹
**Total energy**: -349.99218 a.u.

---

No. 3
ORCA calculation (wB97M-V/def2-TZVPD) on a 8-piece molecular cluster, C16H32Br16 overall at a distorted geometry.

```
64
Properties=species:S:1:pos:R:3:mulliken_charge:R:1
Br -11.00804 17.18850 14.74776 -0.191
C -12.80117 16.23319 14.46724 -0.731
C -12.81257 14.86508 15.09745 -0.432
Br -14.24563 13.86523 14.13288 -0.170
H -12.89872 16.17147 13.38337 0.386
H -13.69065 16.83691 14.64737 0.439
H -13.08655 14.82708 16.15177 0.344
H -11.87087 14.35749 14.88851 0.354
Br -11.79558 22.96995 10.41283 -0.133
C -12.85867 21.39807 9.81914 -0.595
C -12.11769 20.10432 10.19719 -0.632
Br -10.45390 19.99431 9.17727 -0.125
H -13.13134 21.53473 8.77268 0.387
H -13.80677 21.40755 10.35682 0.352
H -12.77973 19.28044 9.93069 0.357
H -11.77440 20.12492 11.23152 0.388
Br -7.41621 10.71334 6.75198 -0.159
C -7.53483 8.98287 7.71876 -0.626
C -7.07028 9.08321 9.15936 -0.483
Br -7.39588 7.38143 10.15999 -0.151
H -7.08150 8.22078 7.08488 0.406
H -8.57114 8.64655 7.75125 0.372
H -7.58789 9.93384 9.60276 0.332
H -5.99130 9.19958 9.26116 0.314
Br -4.30489 14.80555 16.94618 -0.120
C -2.51910 15.41719 17.71323 -0.653
C -2.31902 14.96292 19.16296 -0.568
Br -3.84094 15.67064 20.26940 -0.138
H -2.53867 16.50638 17.67591 0.383
H -1.70782 15.02347 17.10093 0.370
H -1.43459 15.34918 19.66962 0.377
H -2.32152 13.87351 19.19863 0.349
Br -13.43614 10.04639 7.80331 -0.155
C -12.70310 11.76333 8.36650 -0.418
C -13.04011 12.74628 7.27051 -0.732
Br -12.13201 14.54634 7.55861 -0.175
H -11.63073 11.57003 8.39404 0.322
H -13.18305 12.04788 9.30286 0.347
H -14.10322 12.93568 7.12209 0.405
H -12.74962 12.44563 6.26387 0.408
Br 0.01230 19.05899 9.18489 -0.171
C -1.09740 19.74224 10.70068 -0.686
C -0.64490 19.14697 12.00635 -0.538
Br -1.83635 19.95931 13.43118 -0.174
H -2.16941 19.66342 10.51987 0.418
H -0.99506 20.82712 10.72606 0.399
H 0.38985 19.37186 12.26483 0.384
H -0.74651 18.06211 12.03540 0.370
Br -8.90187 13.60520 11.53986 -0.173
C -7.93186 15.04864 10.57484 -0.642
C -6.43956 14.87683 10.83638 -0.559
Br -5.47242 16.27980 9.85428 -0.168
H -8.32228 16.02126 10.87428 0.418
H -8.14946 14.97005 9.50967 0.386
H -6.17901 13.90372 10.42011 0.359
H -6.10898 15.02078 11.86501 0.378
Br -2.23801 10.48302 7.16954 -0.156
C -1.72125 12.09999 8.21521 -0.609
C -0.22156 12.39290 8.20571 -0.479
Br 0.36824 13.44802 9.82558 -0.165
H -2.10205 11.91179 9.21904 0.361
H -2.33144 12.90313 7.80202 0.350
H 0.10364 12.92667 7.31272 0.356
H 0.23881 11.40529 8.17749 0.341
```

**HOMO-LUMO gap**: 10.12 eV
**Energy relative to the best compared isomer or geometry (same formula, charge and spin)**: 2.5183 eV
**HOMO energy**: -10.005 eV
**Structure (SMILES)**: BrCCBr.BrCCBr.BrCCBr.BrCCBr.BrCCBr.BrCCBr.BrCCBr.BrCCBr
**Molecular weight**: 1502.9 g mol⁻¹
**Total energy**: -41813.02120 a.u.

---

No. 4
ORCA calculation (wB97M-V/def2-TZVPD) on one molecule with the formula C5H6O2.

```
13
Properties=species:S:1:pos:R:3:mulliken_charge:R:1
C 0.62602 0.72117 1.40020 -1.283
C -0.17210 0.10660 0.25963 0.344
O 0.34301 0.66200 -0.97330 -0.298
C -0.55556 0.93009 -1.93240 0.130
O -1.74599 0.78178 -1.85450 -0.487
C -0.03564 -1.35552 0.21589 -0.766
C 0.10815 -2.54963 0.18238 0.211
H 1.67005 0.39920 1.35173 0.326
H 0.20303 0.40882 2.36009 0.366
H 0.58106 1.81137 1.33003 0.345
H -1.23121 0.37144 0.33413 0.318
H -0.02955 1.32172 -2.81619 0.362
H 0.23873 -3.60906 0.14232 0.431
```

**HOMO-LUMO gap**: 11.39 eV
**Energy relative to the best compared isomer or geometry (same formula, charge and spin)**: 1.8491 eV
**HOMO energy**: -10.427 eV
**Structure (SMILES)**: C#C[C@@H](C)OC=O
**Molecular weight**: 98.1 g mol⁻¹
**Total energy**: -344.53396 a.u.